(1)
96
Properties=species:S:1:pos:R:3 method="wB97M-V/def2-TZVPD" energy_ha=-4745.7074 e_above_lowest_ev=3.620 orbital_gap_ev="8.18 / 7.82" spin_multiplicity=3 total_charge=-1 s2=2.0081
Pd 1.77 -1.16 -2.08
P 0.19 -0.27 -0.54
O 1.71 -0.08 -0.34
O 0.20 -1.79 -0.83
O 0.15 0.17 -2.03
O -0.69 0.40 0.49
C -0.97 1.20 -4.99
C -0.31 2.40 -4.34
O -1.37 3.26 -4.15
C -2.60 2.52 -4.18
O -3.74 2.94 -4.05
O -2.32 1.21 -4.53
F 0.55 2.96 -5.23
H -0.46 0.26 -4.78
H -1.09 1.36 -6.07
H 0.13 2.15 -3.37
C 5.83 0.92 1.36
C 4.33 1.06 1.59
O 4.27 2.38 2.11
C 5.46 2.75 2.63
O 5.59 3.66 3.42
O 6.40 1.94 2.14
F 3.87 0.29 2.52
H 5.99 0.99 0.29
H 6.32 0.02 1.72
H 3.79 0.82 0.67
C -1.88 -2.19 1.84
C -2.76 -1.00 2.15
O -2.66 -1.01 3.56
C -2.48 -2.30 3.99
O -2.62 -2.71 5.16
O -2.06 -3.01 2.95
F -3.99 -1.29 1.79
H -0.83 -1.89 1.87
H -2.18 -2.66 0.91
H -2.50 -0.02 1.75
C -2.04 2.94 -0.51
C -2.58 2.93 0.84
O -3.96 3.29 0.78
C -4.27 3.48 -0.50
O -5.42 3.57 -0.92
O -3.11 3.43 -1.26
F -1.94 3.76 1.66
H -1.82 1.94 -0.89
H -1.20 3.64 -0.50
H -2.48 1.90 1.18
C -2.72 -0.88 -1.99
C -3.59 -1.84 -2.78
O -4.58 -1.03 -3.26
C -4.73 0.06 -2.56
O -5.68 0.87 -2.55
O -3.79 0.05 -1.63
F -4.11 -2.64 -1.88
H -2.05 -0.49 -2.75
H -2.11 -1.37 -1.23
H -3.08 -2.47 -3.51
C -0.23 1.29 3.33
C 1.09 1.96 2.83
O 1.91 2.04 4.00
C 1.33 1.48 5.08
O 1.81 1.31 6.21
O 0.00 1.06 4.69
F 0.93 3.26 2.48
H -0.41 0.32 2.87
H -1.13 1.91 3.28
H 1.55 1.35 2.06
C -1.15 -4.34 -1.30
C -1.25 -5.58 -0.47
O -0.82 -6.56 -1.42
C -1.23 -6.20 -2.61
O -1.26 -6.98 -3.57
O -1.65 -4.86 -2.54
F -2.50 -5.71 -0.12
H -0.17 -3.93 -1.52
H -1.79 -3.54 -0.94
H -0.68 -5.65 0.45
C 2.07 3.12 -0.71
C 3.02 2.85 -1.85
O 4.07 3.69 -1.57
C 3.69 4.70 -0.72
O 4.40 5.56 -0.31
O 2.45 4.44 -0.32
F 2.54 3.30 -2.97
H 2.32 2.47 0.13
H 1.04 3.07 -1.05
H 3.28 1.80 -1.98
C 1.74 -3.63 1.12
C 1.86 -2.45 2.10
O 3.06 -2.64 2.78
C 3.51 -3.88 2.50
O 4.42 -4.46 3.08
O 2.82 -4.41 1.60
F 0.89 -2.50 3.02
H 1.96 -3.38 0.08
H 0.90 -4.29 1.33
H 1.87 -1.41 1.77


(2)
68
Properties=species:S:1:pos:R:3 method="wB97M-V/def2-TZVPD" energy_ha=-2558.5813 orbital_gap_ev="7.07 / 5.75" spin_multiplicity=5 total_charge=+1 s2=6.0623
Rh -1.05 0.23 0.29
N -2.80 4.23 1.42
C -2.39 2.96 1.23
S -1.59 2.58 -0.26
N -2.67 2.09 2.17
N -2.15 0.89 2.08
C -2.66 -0.02 2.88
C -2.17 -1.33 3.02
C -2.90 -2.29 3.75
C -2.46 -3.57 3.88
C -1.23 -3.97 3.28
C -0.47 -3.08 2.59
C -0.88 -1.71 2.45
O -0.11 -0.87 1.90
H -2.54 4.94 0.76
H -3.16 4.50 2.32
H -3.52 0.27 3.48
H -3.83 -1.98 4.22
H -3.04 -4.30 4.44
H -0.91 -5.00 3.37
H 0.48 -3.36 2.14
N -4.29 0.24 -0.30
N -4.42 -0.50 -1.47
C -3.43 -1.29 -1.92
N -3.69 -2.02 -2.99
N -2.27 -1.28 -1.26
N -1.33 -2.22 -1.53
O -1.46 -3.07 -2.40
O -0.36 -2.18 -0.78
H -5.02 -0.01 0.36
H -4.30 1.23 -0.49
H -5.29 -0.46 -1.99
H -4.60 -2.04 -3.42
H -2.98 -2.68 -3.29
C 3.29 4.79 -0.82
C 3.71 3.71 -1.58
C 3.10 2.47 -1.43
C 2.06 2.31 -0.51
C 1.66 3.39 0.27
C 2.26 4.63 0.11
P 1.31 0.66 -0.30
C 1.33 0.03 -2.01
C 0.30 0.46 -2.85
C 0.25 0.05 -4.17
C 1.23 -0.79 -4.67
C 2.26 -1.22 -3.85
C 2.32 -0.81 -2.52
C 2.55 -0.26 0.64
C 2.60 -1.65 0.56
C 3.50 -2.36 1.33
C 4.36 -1.69 2.20
C 4.31 -0.30 2.29
C 3.41 0.41 1.51
H 3.76 5.75 -0.94
H 4.51 3.83 -2.29
H 3.42 1.64 -2.04
H 0.88 3.26 1.00
H 1.94 5.47 0.71
H -0.45 1.14 -2.46
H -0.55 0.40 -4.81
H 1.19 -1.11 -5.70
H 3.03 -1.87 -4.24
H 3.13 -1.15 -1.89
H 1.91 -2.17 -0.09
H 3.54 -3.44 1.26
H 5.06 -2.24 2.81
H 4.97 0.22 2.96
H 3.37 1.49 1.58


(3)
70
Properties=species:S:1:pos:R:3 method="wB97M-V/def2-TZVPD" energy_ha=-9380.6671 e_above_lowest_ev=0.317 orbital_gap_ev=5.78 total_charge=-1
Sn 0.75 0.91 -1.53
S -0.85 4.59 -7.38
C -0.58 3.48 -6.21
S -1.76 3.04 -5.01
C -0.76 1.90 -4.12
C 0.49 1.73 -4.59
S 1.70 0.70 -3.94
S 0.94 2.66 -6.00
S -1.47 1.10 -2.76
F 0.65 7.25 3.71
C 0.40 6.03 3.21
C 0.69 4.89 3.96
F 1.18 5.03 5.20
C 0.46 3.63 3.43
F 0.76 2.57 4.20
C -0.06 3.46 2.15
P -0.28 1.84 1.26
C 1.14 0.94 1.94
C 2.38 1.57 1.84
C 3.53 0.90 2.19
C 3.46 -0.42 2.62
C 2.23 -1.06 2.68
C 1.07 -0.39 2.34
C -1.75 1.23 2.15
C -1.75 0.76 3.46
C -2.93 0.30 4.01
C -4.10 0.31 3.27
C -4.10 0.79 1.97
C -2.93 1.25 1.41
C -0.38 4.61 1.42
Br -1.11 4.45 -0.29
C -0.15 5.88 1.94
F -0.47 6.97 1.22
H 2.42 2.59 1.50
H 4.48 1.40 2.12
H 4.37 -0.94 2.90
H 2.18 -2.09 3.00
H 0.12 -0.90 2.38
H -0.83 0.73 4.02
H -2.93 -0.07 5.02
H -5.01 -0.07 3.71
H -5.01 0.80 1.39
H -2.91 1.60 0.39
C 0.76 -2.91 -4.29
Si 1.81 -2.81 -2.69
C 2.25 -4.56 -2.01
C 3.53 -2.10 -3.14
As 0.96 -1.65 -0.81
Si -1.10 -2.83 -0.56
C -1.84 -3.99 -1.91
C -2.63 -1.81 -0.02
C -0.71 -3.97 0.94
H 1.39 -3.05 -5.17
H 0.23 -1.97 -4.43
H 0.02 -3.70 -4.27
H 2.84 -5.14 -2.71
H 1.37 -5.13 -1.76
H 2.83 -4.43 -1.11
H 4.19 -2.87 -3.53
H 4.00 -1.66 -2.26
H 3.44 -1.32 -3.89
H -2.12 -3.43 -2.80
H -2.74 -4.48 -1.54
H -1.14 -4.76 -2.22
H -2.91 -1.08 -0.77
H -2.43 -1.27 0.91
H -3.48 -2.45 0.16
H 0.15 -4.60 0.72
H -1.53 -4.62 1.22
H -0.46 -3.37 1.81


(4)
64
Properties=species:S:1:pos:R:3 method="wB97M-V/def2-TZVPD" energy_ha=-5656.3186 e_above_lowest_ev=0.711 orbital_gap_ev=3.70 total_charge=-2
Rb -0.02 1.00 0.58
C 1.50 -1.80 -0.26
C 3.01 -1.62 -0.10
P 3.46 0.18 -0.08
C 3.03 0.65 -1.79
C 3.42 -0.11 -2.90
C 3.04 0.26 -4.17
C 2.25 1.40 -4.35
C 1.86 2.17 -3.27
C 2.26 1.80 -1.99
C 5.29 0.06 -0.22
C 6.02 -1.09 0.10
C 7.41 -1.10 0.03
C 8.09 0.04 -0.36
C 7.38 1.19 -0.68
C 6.00 1.20 -0.61
P 0.84 -3.51 -0.14
C 1.34 -4.02 1.55
C 1.35 -5.37 1.89
C 1.60 -5.79 3.19
C 1.83 -4.84 4.19
C 1.80 -3.50 3.87
C 1.56 -3.09 2.57
C 2.11 -4.36 -1.18
C 3.36 -4.80 -0.75
C 4.29 -5.32 -1.64
C 3.98 -5.41 -2.99
C 2.75 -4.98 -3.44
C 1.82 -4.47 -2.54
H 1.18 -1.44 -1.24
H 0.95 -1.19 0.46
H 3.54 -2.15 -0.90
H 3.35 -2.05 0.85
H 4.03 -1.00 -2.76
H 3.34 -0.34 -5.03
H 1.93 1.68 -5.35
H 1.21 3.03 -3.37
H 1.92 2.41 -1.16
H 5.50 -1.99 0.40
H 7.95 -2.00 0.28
H 9.18 0.03 -0.42
H 7.91 2.09 -0.99
H 5.45 2.10 -0.86
H 1.15 -6.11 1.12
H 1.61 -6.84 3.42
H 2.02 -5.16 5.20
H 1.96 -2.75 4.64
H 1.54 -2.03 2.35
H 3.62 -4.71 0.30
H 5.26 -5.65 -1.28
H 4.71 -5.80 -3.69
H 2.50 -5.03 -4.49
H 0.84 -4.14 -2.90
S -0.79 3.43 -1.19
As -2.03 3.52 0.65
S -0.66 3.39 2.37
S -3.29 1.68 0.68
S -3.26 5.27 0.70
C -2.85 -1.99 0.24
O -1.95 -0.97 -0.13
H -2.74 -2.84 -0.44
H -3.88 -1.63 0.18
H -2.68 -2.34 1.26
H -2.40 -0.08 0.07


(5)
69
Properties=species:S:1:pos:R:3 method="wB97M-V/def2-TZVPD" energy_ha=-6401.6019 e_above_lowest_ev=0.000 orbital_gap_ev="6.19 / 6.51" spin_multiplicity=2 s2=0.7588
Cu 8.38 -13.02 -9.57
Se 10.49 -15.17 -16.74
N 8.93 -15.32 -15.87
C 9.11 -14.76 -14.70
C 8.07 -14.66 -13.68
C 6.77 -15.18 -13.89
C 5.82 -15.01 -12.91
C 6.17 -14.29 -11.75
N 7.37 -13.76 -11.58
C 8.32 -13.98 -12.51
C 9.67 -13.44 -12.23
N 9.87 -12.84 -11.05
C 11.06 -12.29 -10.77
C 12.12 -12.30 -11.68
C 11.92 -12.94 -12.88
C 10.68 -13.52 -13.19
C 10.41 -14.18 -14.45
N 11.30 -14.30 -15.40
H 6.55 -15.70 -14.81
H 4.82 -15.41 -13.01
H 5.47 -14.14 -10.93
H 11.14 -11.79 -9.82
H 13.06 -11.85 -11.42
H 12.71 -13.04 -13.61
C 4.61 -10.66 -8.20
N 5.73 -10.02 -7.54
C 5.92 -8.66 -7.42
C 7.02 -8.52 -6.63
N 7.47 -9.75 -6.26
B 8.72 -9.92 -5.28
N 9.50 -11.21 -5.60
C 9.97 -12.08 -4.66
C 10.70 -13.04 -5.26
N 10.66 -12.75 -6.61
C 11.42 -13.46 -7.60
C 9.91 -11.64 -6.82
S 9.51 -10.93 -8.37
C 6.69 -10.66 -6.83
S 6.80 -12.42 -6.64
H 3.80 -9.95 -8.28
H 4.30 -11.52 -7.59
H 4.90 -11.03 -9.18
H 5.32 -7.93 -7.92
H 7.54 -7.65 -6.31
H 8.28 -10.00 -4.18
H 9.42 -8.97 -5.47
H 9.76 -11.90 -3.62
H 11.25 -13.88 -4.86
H 11.84 -14.35 -7.15
H 12.23 -12.84 -7.97
H 10.77 -13.77 -8.42
N 5.72 -13.64 -8.74
C 6.74 -12.94 -8.50
H 5.01 -13.79 -8.03
C 8.26 -18.22 -7.96
C 9.31 -17.13 -7.67
C 9.49 -16.95 -6.15
C 10.66 -17.51 -8.32
C 8.91 -15.87 -8.28
C 8.76 -14.79 -8.83
H 8.56 -19.18 -7.54
H 8.13 -18.34 -9.04
H 7.30 -17.92 -7.54
H 9.86 -17.86 -5.68
H 8.54 -16.67 -5.68
H 10.20 -16.16 -5.96
H 11.06 -18.46 -7.94
H 11.39 -16.71 -8.15
H 10.52 -17.58 -9.40


(6)
67
Properties=species:S:1:pos:R:3 method="wB97M-V/def2-TZVPD" energy_ha=-2434.3238 e_above_lowest_ev=3.093 orbital_gap_ev=6.60 total_charge=+1
Ir -0.24 0.34 -0.12
O -1.90 -0.55 3.81
C -1.68 -0.85 2.65
O -1.06 -0.12 1.80
C -2.15 -2.28 2.23
P -2.43 -2.79 0.50
C -3.43 -1.48 -0.30
C -4.05 -0.45 0.41
C -4.81 0.50 -0.26
C -5.02 0.40 -1.63
C -4.50 -0.68 -2.32
C -3.72 -1.61 -1.66
C -0.78 -2.70 -0.32
C -0.65 -3.37 -1.54
C 0.58 -3.53 -2.15
C 1.74 -3.06 -1.53
C 1.64 -2.42 -0.31
C 0.39 -2.23 0.30
H -3.07 -2.48 2.79
H -1.40 -2.95 2.64
H -3.94 -0.38 1.48
H -5.26 1.32 0.29
H -5.62 1.15 -2.14
H -4.72 -0.80 -3.38
H -3.34 -2.47 -2.20
H -1.52 -3.82 -2.00
H 0.66 -4.07 -3.09
H 2.71 -3.23 -1.98
H 2.54 -2.10 0.20
H 0.37 -1.82 1.29
S -1.11 2.60 0.42
C -1.03 2.54 2.14
N 0.08 2.55 2.85
C -0.19 2.67 4.29
C -1.72 2.61 4.34
N -2.08 2.70 2.92
H 0.99 2.40 2.47
H 0.20 3.62 4.66
H 0.28 1.86 4.85
H -2.17 3.43 4.90
H -2.07 1.66 4.74
H -3.03 2.57 2.60
C 1.10 2.83 -2.25
C 0.44 1.66 -2.89
N -0.22 0.67 -2.30
C -0.58 -0.22 -3.28
C -0.16 0.24 -4.48
N 0.48 1.43 -4.21
H 0.72 2.97 -1.24
H 0.93 3.73 -2.84
H 2.17 2.65 -2.19
H -1.12 -1.12 -3.06
H -0.25 -0.17 -5.47
H 0.92 2.03 -4.89
O 2.73 0.31 -0.98
B 1.86 0.48 0.09
O 2.56 0.49 1.28
C 3.88 0.26 0.96
C 4.97 0.12 1.78
C 6.19 -0.14 1.17
C 6.29 -0.24 -0.22
C 5.18 -0.10 -1.05
C 3.98 0.15 -0.43
H 4.87 0.19 2.86
H 7.07 -0.27 1.77
H 7.26 -0.45 -0.66
H 5.26 -0.19 -2.12